*w*
12 unconnected molecules or ions with the total composition C19H62O19, computed with wB97M-V/def2-TZVPD.

Values from the calculation:
Gap between HOMO and LUMO (eV): 9.83
HOMO (eV): -9.74
SMILES: OCCO.OCCO.OCCO.OCCO.OCCO.OCCO.OCCO.CO.CO.CO.CO.CO

CARTESIAN COORDINATES (ANGSTROEM)
O (-2.97, 1.75, 1.35)
C (-3.28, 2.12, 2.67)
C (-2.05, 1.88, 3.58)
O (-1.75, 0.46, 3.69)
H (-2.38, 1.00, 1.26)
H (-3.66, 3.14, 2.54)
H (-4.10, 1.54, 3.09)
H (-2.25, 2.43, 4.50)
H (-1.12, 2.27, 3.18)
H (-2.53, -0.02, 3.98)
O (1.30, -0.28, 1.37)
C (1.04, 0.20, 0.05)
C (0.28, -0.83, -0.72)
O (-0.97, -1.27, -0.17)
H (0.48, -0.35, 1.86)
H (0.60, 1.19, 0.14)
H (2.04, 0.27, -0.38)
H (0.90, -1.71, -0.89)
H (0.07, -0.41, -1.70)
H (-1.07, -2.17, -0.50)
O (2.87, 0.74, 7.44)
C (2.83, -0.11, 6.35)
C (2.08, -1.44, 6.66)
O (2.98, -2.31, 7.37)
H (3.60, 1.37, 7.43)
H (2.32, 0.36, 5.50)
H (3.79, -0.28, 5.86)
H (1.64, -1.82, 5.74)
H (1.20, -1.25, 7.29)
H (3.21, -1.82, 8.16)
O (-1.38, -5.16, -0.61)
C (-0.50, -5.74, 0.27)
C (-0.77, -5.43, 1.73)
O (-1.96, -6.12, 2.21)
H (-2.24, -5.25, -0.19)
H (-0.54, -6.81, 0.06)
H (0.53, -5.42, 0.08)
H (-0.82, -4.34, 1.82)
H (0.09, -5.76, 2.30)
H (-2.07, -5.82, 3.11)
O (-5.12, -4.23, 0.12)
C (-6.12, -5.05, -0.47)
C (-6.38, -6.39, 0.30)
O (-5.19, -7.23, 0.30)
H (-5.30, -3.33, -0.14)
H (-7.02, -4.43, -0.45)
H (-5.90, -5.13, -1.53)
H (-7.17, -6.96, -0.18)
H (-6.70, -6.18, 1.32)
H (-4.49, -6.79, 0.79)
O (-2.06, 5.68, -0.33)
C (-2.67, 6.89, 0.08)
C (-1.66, 7.58, 1.02)
O (-0.59, 8.13, 0.33)
H (-2.32, 4.94, 0.22)
H (-2.84, 7.54, -0.79)
H (-3.64, 6.87, 0.58)
H (-1.28, 6.84, 1.74)
H (-2.09, 8.34, 1.67)
H (0.03, 7.42, 0.14)
O (2.53, 2.20, -6.06)
C (2.55, 0.93, -5.41)
C (3.97, 0.83, -4.75)
O (4.24, -0.34, -4.00)
H (2.33, 2.86, -5.39)
H (1.68, 0.91, -4.74)
H (2.52, 0.08, -6.09)
H (4.13, 1.63, -4.03)
H (4.80, 0.92, -5.45)
H (4.54, -1.04, -4.57)
C (-3.40, -2.87, -4.95)
O (-3.41, -2.36, -6.27)
H (-3.29, -3.95, -4.96)
H (-2.61, -2.33, -4.42)
H (-4.33, -2.58, -4.47)
H (-3.95, -2.90, -6.86)
C (1.96, -4.56, -4.61)
O (2.68, -4.00, -5.71)
H (1.44, -3.72, -4.15)
H (1.23, -5.25, -5.02)
H (2.65, -5.02, -3.90)
H (1.97, -3.61, -6.24)
C (0.09, 6.20, -4.15)
O (0.68, 5.16, -3.33)
H (-0.19, 7.03, -3.51)
H (0.85, 6.65, -4.79)
H (-0.70, 5.81, -4.79)
H (0.16, 5.22, -2.52)
C (6.76, 0.54, 1.80)
O (7.87, 1.40, 1.72)
H (6.16, 0.60, 0.89)
H (7.07, -0.48, 2.02)
H (6.03, 0.88, 2.53)
H (8.45, 1.16, 2.45)
C (2.56, 5.20, 2.26)
O (2.21, 5.17, 0.93)
H (1.97, 4.53, 2.87)
H (3.60, 4.89, 2.39)
H (2.38, 6.21, 2.62)
H (2.89, 4.67, 0.48)

*x*
12 unconnected molecules or ions with the total composition C19H62O19, computed with wB97M-V/def2-TZVPD.

Values from the calculation:
Gap between HOMO and LUMO (eV): 10.00
HOMO (eV): -9.90
SMILES: OCCO.OCCO.OCCO.OCCO.OCCO.OCCO.OCCO.CO.CO.CO.CO.CO

CARTESIAN COORDINATES (ANGSTROEM)
O (3.36, 1.36, -5.72)
C (2.34, 1.67, -4.80)
C (0.99, 0.94, -5.13)
O (1.16, -0.49, -5.10)
H (3.72, 0.50, -5.48)
H (2.63, 1.37, -3.80)
H (2.20, 2.75, -4.89)
H (0.64, 1.11, -6.15)
H (0.19, 1.21, -4.44)
H (1.72, -0.80, -5.82)
O (-2.33, 1.74, 4.51)
C (-0.99, 1.35, 4.69)
C (-0.65, 1.18, 6.18)
O (-1.27, 0.02, 6.80)
H (-2.30, 2.68, 4.32)
H (-0.72, 0.36, 4.30)
H (-0.36, 2.09, 4.20)
H (-1.05, 2.03, 6.74)
H (0.42, 1.23, 6.37)
H (-0.55, -0.53, 7.09)
O (4.94, -2.64, 0.69)
C (4.42, -3.79, 1.30)
C (5.39, -4.99, 1.41)
O (6.19, -4.78, 2.51)
H (4.22, -2.09, 0.39)
H (3.80, -3.55, 2.17)
H (3.60, -4.02, 0.62)
H (6.09, -5.05, 0.58)
H (4.87, -5.94, 1.43)
H (6.99, -5.30, 2.41)
O (8.76, 3.57, -2.12)
C (7.50, 2.90, -1.92)
C (7.16, 2.91, -0.36)
O (6.95, 4.19, 0.19)
H (9.30, 3.06, -2.72)
H (6.70, 3.47, -2.38)
H (7.60, 1.88, -2.31)
H (8.01, 2.35, 0.03)
H (6.23, 2.38, -0.16)
H (7.59, 4.33, 0.89)
O (0.53, 4.45, -0.91)
C (0.67, 5.71, -0.25)
C (2.19, 5.91, -0.10)
O (2.61, 7.10, 0.41)
H (-0.40, 4.28, -1.07)
H (0.20, 6.55, -0.77)
H (0.20, 5.62, 0.73)
H (2.61, 6.11, -1.09)
H (2.81, 5.05, 0.15)
H (3.46, 7.27, 0.00)
O (-4.35, 3.67, -1.79)
C (-5.09, 3.00, -0.75)
C (-6.64, 3.28, -0.83)
O (-7.18, 2.80, -2.02)
H (-4.72, 3.41, -2.63)
H (-5.04, 1.92, -0.85)
H (-4.69, 3.21, 0.25)
H (-6.86, 4.34, -0.72)
H (-7.17, 2.88, 0.03)
H (-6.93, 1.88, -2.11)
O (-7.55, -1.69, -1.69)
C (-7.29, -2.82, -0.91)
C (-6.27, -2.58, 0.21)
O (-4.95, -2.51, -0.35)
H (-8.13, -1.94, -2.42)
H (-8.24, -3.06, -0.43)
H (-7.00, -3.66, -1.54)
H (-6.27, -3.42, 0.91)
H (-6.51, -1.75, 0.88)
H (-4.86, -2.65, -1.30)
C (-3.43, -7.30, -0.87)
O (-2.49, -6.20, -0.87)
H (-3.27, -7.90, 0.02)
H (-4.46, -6.95, -0.99)
H (-3.19, -7.90, -1.75)
H (-2.87, -5.48, -0.37)
C (4.20, 2.68, 4.48)
O (4.59, 1.62, 5.33)
H (5.08, 3.24, 4.18)
H (3.74, 2.34, 3.55)
H (3.51, 3.37, 4.96)
H (5.18, 1.03, 4.86)
C (-0.02, -0.62, -0.10)
O (1.24, 0.03, -0.01)
H (-0.34, -0.83, -1.12)
H (0.00, -1.61, 0.35)
H (-0.75, 0.06, 0.32)
H (1.19, 0.99, 0.04)
C (-3.93, -3.18, -5.51)
O (-3.23, -2.55, -4.43)
H (-4.05, -4.23, -5.25)
H (-4.86, -2.63, -5.64)
H (-3.33, -3.19, -6.42)
H (-2.29, -2.45, -4.62)
C (-1.52, -4.22, 3.83)
O (-2.58, -4.86, 4.42)
H (-1.90, -3.25, 3.52)
H (-0.68, -3.97, 4.49)
H (-1.17, -4.86, 3.02)
H (-2.99, -4.23, 5.02)

Top of the stability list: *w*, leading by 1.500 eV.

*w*
A molecular structure, C19H43GdOP3S2, computed with wB97M-V/def2-TZVPD.

Values from the calculation:
Gap between HOMO and LUMO (spin up / spin down) (eV): 7.50 / 5.18
Net charge: +3
HOMO (spin up / spin down) (eV): -16.79 / -16.81
2S+1: 8

CARTESIAN COORDINATES (ANGSTROEM)
Gd (-1.00, 0.98, -0.44)
P (0.12, -1.74, 1.73)
P (1.23, 1.85, 1.79)
P (-1.26, -1.91, -1.62)
H (0.15, 3.05, -3.30)
C (-0.78, 2.53, -3.49)
C (-1.57, 2.40, -2.30)
H (-1.78, 3.41, -1.87)
C (1.73, -2.57, 1.38)
C (0.43, -1.54, 3.54)
C (-0.88, -3.30, 1.87)
C (1.22, 3.68, 1.43)
C (1.15, 1.74, 3.64)
C (2.96, 1.23, 1.38)
C (-1.81, -1.86, -3.38)
C (-2.65, -2.99, -1.11)
C (0.06, -3.18, -1.73)
H (-1.17, 2.49, -4.57)
H (-2.39, 1.64, -2.23)
H (1.87, -3.38, 2.12)
H (2.56, -1.86, 1.48)
H (1.76, -3.00, 0.37)
H (0.44, -2.52, 4.03)
H (-0.36, -0.93, 4.00)
H (1.40, -1.07, 3.71)
H (-0.62, -3.80, 2.82)
H (-0.67, -4.00, 1.06)
H (-1.96, -3.08, 1.90)
H (1.37, 4.35, 2.31)
H (0.26, 3.91, 0.92)
H (2.03, 3.87, 0.70)
H (2.05, 1.34, 4.13)
H (0.32, 1.05, 3.82)
H (0.87, 2.70, 4.09)
H (3.81, 1.96, 1.44)
H (2.90, 0.86, 0.33)
H (3.18, 0.32, 1.99)
H (-2.16, -2.85, -3.72)
H (-0.99, -1.50, -4.02)
H (-2.65, -1.14, -3.41)
H (-2.91, -3.66, -1.94)
H (-3.50, -2.34, -0.88)
H (-2.41, -3.56, -0.22)
H (-0.04, -3.76, -2.65)
H (0.05, -3.85, -0.85)
H (1.03, -2.68, -1.74)
C (2.07, 1.11, -2.80)
C (3.18, 0.28, -2.82)
C (4.44, 0.84, -2.55)
C (4.57, 2.19, -2.20)
C (3.41, 2.94, -2.03)
C (2.15, 2.42, -2.30)
S (0.71, 0.57, -3.82)
H (1.40, 1.00, -4.92)
H (3.01, -0.77, -3.07)
H (5.33, 0.22, -2.67)
H (5.59, 2.60, -2.03)
H (3.48, 4.00, -1.73)
H (1.21, 3.01, -2.20)
C (-3.58, -0.55, 3.20)
S (-3.97, -0.38, 1.45)
C (-5.16, 0.97, 1.62)
O (-2.65, 0.26, 0.81)
H (-4.42, -1.00, 3.77)
H (-3.35, 0.45, 3.58)
H (-2.70, -1.20, 3.29)
H (-4.70, 1.72, 2.28)
H (-5.29, 1.38, 0.61)
H (-6.15, 0.67, 2.02)

*x*
A molecular structure, C19H43GdOP3S2, computed with wB97M-V/def2-TZVPD.

Values from the calculation:
Gap between HOMO and LUMO (spin up / spin down) (eV): 4.24 / 4.38
Net charge: +3
HOMO (spin up / spin down) (eV): -16.76 / -16.85
2S+1: 8

CARTESIAN COORDINATES (ANGSTROEM)
Gd (-0.73, -0.47, -1.14)
P (1.51, 0.88, 0.21)
P (-2.11, 1.87, -0.34)
P (0.63, 1.61, -2.99)
H (0.79, -5.23, -0.50)
C (1.49, -4.95, -1.25)
C (2.62, -4.18, -0.93)
H (2.75, -3.84, 0.09)
C (1.72, 0.08, 1.85)
C (1.57, 2.63, 0.76)
C (3.22, 0.68, -0.42)
C (-3.88, 1.72, -0.80)
C (-2.25, 1.91, 1.49)
C (-1.81, 3.64, -0.70)
C (1.97, 0.82, -3.97)
C (1.36, 3.28, -2.74)
C (-0.60, 2.01, -4.31)
H (1.40, -5.38, -2.25)
H (3.35, -3.92, -1.68)
H (1.72, -1.01, 1.74)
H (0.90, 0.37, 2.52)
H (2.68, 0.41, 2.27)
H (0.73, 2.84, 1.43)
H (1.54, 3.31, -0.09)
H (2.52, 2.77, 1.31)
H (3.39, -0.38, -0.66)
H (3.91, 1.00, 0.38)
H (3.39, 1.28, -1.32)
H (-4.43, 2.60, -0.46)
H (-4.31, 0.81, -0.35)
H (-3.97, 1.63, -1.90)
H (-3.05, 2.61, 1.78)
H (-1.31, 2.23, 1.95)
H (-2.51, 0.90, 1.87)
H (-2.69, 4.22, -0.36)
H (-1.67, 3.79, -1.78)
H (-0.92, 4.00, -0.17)
H (1.95, 1.23, -4.99)
H (1.81, -0.26, -4.02)
H (2.94, 1.01, -3.51)
H (1.53, 3.77, -3.71)
H (2.33, 3.21, -2.22)
H (0.69, 3.91, -2.15)
H (-0.06, 2.23, -5.24)
H (-1.21, 2.87, -4.01)
H (-1.26, 1.15, -4.48)
C (-0.74, -2.36, -4.67)
C (-1.83, -2.31, -5.59)
C (-1.95, -3.19, -6.68)
C (-0.96, -4.18, -6.89)
C (0.09, -4.33, -5.94)
C (0.17, -3.44, -4.87)
S (-0.57, -1.35, -3.40)
H (-1.94, -1.61, -1.41)
H (-2.62, -1.59, -5.41)
H (-2.80, -3.12, -7.41)
H (-1.00, -4.84, -7.77)
H (0.83, -5.16, -6.07)
H (0.94, -3.58, -4.11)
C (-1.04, -1.83, 3.38)
S (-1.27, -2.62, 1.79)
C (-3.07, -2.76, 1.73)
O (-0.86, -1.31, 1.01)
H (-1.59, -0.87, 3.32)
H (0.03, -1.64, 3.44)
H (-1.39, -2.48, 4.17)
H (-3.54, -1.89, 2.20)
H (-3.41, -2.88, 0.69)
H (-3.34, -3.67, 2.29)

Top of the stability list: *w*, leading by 1.821 eV.